# 1
{"formula": "C6H33NO11", "method": "ωB97M-V/def2-TZVPD", "e_above_lowest_kj_mol": 320.9, "max_force_ev_per_a": 2.6, "orbital_gap_ha": 0.385, "smiles": "CCCCC(=O)NC.O.O.O.O.O.O.O.O.O.O", "e_tot_ev": -30769.9728, "elements": ["C", "C", "C", "C", "C", "N", "C", "O", "H", "H", "H", "H", "H", "H", "H", "H", "H", "H", "H", "H", "H", "H", "H", "O", "H", "H", "O", "H", "H", "O", "H", "H", "O", "H", "H", "O", "H", "H", "O", "H", "H", "O", "H", "H", "O", "H", "H", "O", "H", "H", "O"], "coordinates": [[-1.350839, -3.017788, 1.693196], [-0.951729, -1.651086, 1.187763], [-0.745103, -0.617314, 2.287849], [0.411953, 0.397360, 2.237195], [0.721009, 0.905989, 0.829059], [0.359147, 2.183343, 0.543021], [-0.458944, 3.091490, 1.317832], [1.520214, 0.286875, 0.112294], [-0.652821, -3.379635, 2.447153], [-1.261390, -3.763154, 0.901545], [-2.387315, -3.192480, 1.971328], [-1.787522, -1.402181, 0.516467], [-0.094134, -1.639795, 0.523606], [-0.725761, -1.096101, 3.278946], [-1.660974, -0.109776, 2.618988], [-0.022920, 1.257813, 2.712296], [1.278646, -0.053262, 2.690076], [0.527932, 2.400562, -0.435019], [-0.403714, 2.882630, 2.376637], [-1.496819, 3.237226, 1.023679], [0.027415, 4.069254, 1.248438], [0.029442, 4.639717, -1.441869], [0.957205, 3.784263, -2.197046], [-0.011055, 3.841834, -1.979789], [-1.285500, -4.219532, -1.411681], [-2.062652, -3.159290, -2.157946], [-2.080577, -3.661813, -1.335943], [3.299973, -0.392802, 1.722992], [3.373815, 1.143370, 1.501226], [3.439573, 0.454761, 2.153551], [-3.516249, 1.730173, 1.694667], [-3.372196, 0.261880, 2.183981], [-3.677927, 1.137180, 2.428612], [2.403957, 2.713681, -3.059201], [3.133712, 3.140919, -1.757793], [2.571758, 3.467404, -2.498911], [3.119136, 1.147959, -0.438551], [4.377147, 1.753890, -0.116123], [3.617704, 1.967231, -0.684821], [1.357642, -4.705239, -0.593369], [0.684614, -3.366180, -1.077763], [0.620009, -4.328596, -1.073479], [-3.089210, 0.314637, -0.899161], [-4.387828, 0.072599, -1.564731], [-4.028538, 0.234809, -0.686706], [2.171844, -0.950017, -1.024958], [1.295883, -0.938421, -2.238052], [1.966510, -1.483141, -1.816411], [-0.546268, -2.578922, -4.542653], [-0.426526, -1.116980, -4.922296], [-0.781729, -1.695343, -4.248125]], "forces_ev_per_a": [[0.91, -1.51, -0.51], [-1.14, 0.43, -0.36], [-1.19, -0.19, 1.64], [-1.72, -0.29, -1.46], [1.02, 0.66, 2.04], [-0.35, -1.57, -0.67], [0.70, 1.05, 0.12], [-0.44, 0.15, -0.55], [-0.21, 0.09, 0.47], [0.21, 0.22, -0.23], [-0.08, 0.73, 0.55], [0.20, 0.55, 0.07], [0.38, -0.48, 0.08], [1.09, -0.64, -0.26], [-0.05, 0.48, -1.24], [0.70, -0.02, 1.05], [0.33, 0.48, 0.01], [-0.14, 0.58, 0.07], [-0.20, -0.23, 0.05], [-0.01, -0.46, -0.27], [-0.17, 0.06, -0.17], [-0.54, 0.15, 0.04], [-0.45, -0.25, -0.16], [0.76, 0.21, 0.27], [-0.20, 0.09, 0.28], [-0.17, 0.09, 0.03], [0.23, -0.11, -0.46], [-0.10, 0.19, -0.30], [-0.29, 0.18, -0.33], [0.76, -0.28, 0.96], [-0.03, -0.22, -0.36], [-0.13, 0.04, -0.43], [-0.14, 0.26, 0.72], [0.21, -0.42, -0.24], [-0.49, -0.04, -0.61], [0.30, 0.60, 0.27], [-0.84, 0.83, -0.93], [0.48, 0.88, -0.56], [0.67, -1.87, 1.71], [0.16, 0.26, 0.06], [0.55, 0.06, 0.08], [-0.49, -0.26, -0.28], [0.02, -0.01, 0.28], [-0.38, -0.06, 0.05], [0.46, 0.08, -0.33], [-0.31, -0.42, -0.37], [-0.16, -0.10, -0.18], [0.23, 0.03, 0.29], [0.06, -0.12, 0.01], [0.06, 0.21, -0.20], [-0.10, -0.10, 0.27]]}

# 2
{"formula": "C32H26F16N3O4Ti", "method": "ωB97M-V/def2-TZVPD", "charge": -2, "e_above_lowest_kj_mol": 83.1, "max_force_ev_per_a": 0.5, "orbital_gap_ha": [0.217, 0.228], "s2": 0.752, "e_tot_ev": -112866.9725, "spin_multiplicity": 2, "elements": ["Ti", "C", "C", "C", "C", "C", "N", "C", "C", "C", "C", "C", "C", "C", "C", "O", "C", "F", "F", "F", "C", "F", "F", "F", "C", "C", "C", "O", "C", "F", "F", "F", "C", "F", "F", "F", "H", "H", "H", "H", "H", "H", "H", "H", "H", "H", "H", "H", "C", "N", "C", "C", "C", "N", "C", "C", "F", "C", "F", "C", "C", "F", "C", "F", "H", "H", "H", "H", "H", "H", "H", "H", "H", "H", "H", "C", "O", "C", "O", "H", "H", "H"], "coordinates": [[0.527153, 0.303866, 0.454888], [-1.467769, -6.525042, 2.205244], [-0.842146, -5.282750, 1.619865], [-0.141905, -5.320259, 0.415766], [0.409309, -4.183882, -0.124523], [0.285705, -2.898572, 0.482829], [0.757531, -1.778260, -0.103495], [1.310855, -1.821451, -1.382268], [0.579024, -2.328777, -2.464412], [1.103958, -2.381966, -3.739239], [2.390421, -1.924629, -3.991942], [2.989363, -1.968090, -5.376089], [3.098869, -1.356856, -2.941198], [2.572772, -1.250342, -1.656867], [3.290277, -0.467796, -0.534603], [2.465583, 0.129136, 0.366836], [4.236857, -1.460456, 0.209738], [5.347346, -1.741415, -0.524097], [3.632229, -2.635433, 0.435786], [4.663030, -1.000830, 1.389521], [4.172049, 0.718690, -1.070490], [3.410643, 1.656359, -1.622665], [5.124390, 0.410235, -1.993059], [4.844734, 1.277785, -0.049754], [-0.311527, -2.895073, 1.784441], [-0.874959, -4.067364, 2.285475], [-0.218398, -1.629643, 2.651135], [-0.367729, -0.454545, 1.974744], [1.163858, -1.631391, 3.387150], [1.186501, -2.490270, 4.437364], [2.149385, -2.007411, 2.574201], [1.480919, -0.425987, 3.872208], [-1.338684, -1.535099, 3.741920], [-1.369653, -2.511624, 4.683479], [-1.236683, -0.387166, 4.426794], [-2.549100, -1.544692, 3.156587], [-2.162606, -6.993773, 1.502603], [-2.022720, -6.286608, 3.113901], [-0.709947, -7.271553, 2.463518], [-0.024393, -6.264917, -0.109755], [0.956684, -4.257136, -1.052773], [-0.432605, -2.657579, -2.263295], [0.504010, -2.776697, -4.554338], [2.421164, -2.632400, -6.029245], [4.022582, -2.320182, -5.344840], [2.993221, -0.974488, -5.832009], [4.084029, -0.969840, -3.152760], [-1.350809, -4.054574, 3.254961], [-2.926527, -3.128939, -1.211774], [-2.698804, -1.706904, -1.353247], [-3.596249, -1.121024, -2.319168], [-2.776333, -1.069466, -0.045876], [-2.583162, 0.443176, -0.035991], [-1.312287, 0.840614, -0.610253], [-1.215461, 1.812930, -1.519470], [-0.005654, 1.886137, -2.264035], [0.887917, 0.899899, -1.993260], [0.258206, 2.820377, -3.222090], [1.425745, 2.780681, -3.895019], [-0.669718, 3.801894, -3.544464], [-1.852669, 3.776125, -2.834953], [-2.780000, 4.735001, -3.087975], [-2.135228, 2.841863, -1.863341], [-3.305682, 2.988806, -1.186930], [-2.232279, -3.545283, -0.481584], [-3.959266, -3.356859, -0.880871], [-2.767825, -3.629155, -2.171996], [-3.318470, -0.083971, -2.509120], [-4.653825, -1.146626, -1.988169], [-3.523405, -1.665779, -3.263573], [-2.017498, -1.526256, 0.585328], [-3.762657, -1.272395, 0.421004], [-2.643185, 0.745250, 1.018381], [-3.424331, 0.910958, -0.543570], [-0.469036, 4.555450, -4.289255], [-0.512143, 4.022585, 2.578813], [-0.362907, 2.676098, 2.150385], [0.579027, 2.451008, 1.147795], [1.207058, 3.418559, 0.747951], [-1.280213, 4.013914, 3.351951], [-0.817777, 4.665248, 1.749681], [0.424724, 4.412733, 2.983159]], "forces_ev_per_a": [[0.21, -0.42, -0.09], [0.07, 0.11, -0.05], [-0.04, -0.13, 0.01], [-0.01, 0.02, 0.05], [-0.01, 0.07, 0.05], [0.11, -0.15, -0.13], [-0.18, 0.12, 0.00], [-0.01, -0.10, -0.13], [0.01, -0.02, 0.06], [0.00, -0.01, -0.04], [0.06, 0.00, -0.05], [-0.04, 0.03, 0.09], [-0.08, 0.03, -0.02], [-0.04, 0.10, 0.07], [0.24, 0.00, 0.09], [-0.10, 0.27, -0.22], [-0.08, -0.10, 0.00], [-0.02, -0.05, 0.02], [0.06, 0.04, 0.00], [0.00, 0.00, -0.04], [0.04, -0.09, 0.08], [0.00, 0.03, -0.04], [0.03, -0.01, 0.04], [-0.03, 0.06, -0.02], [0.05, 0.02, 0.10], [0.03, 0.02, -0.03], [-0.23, 0.08, 0.02], [0.10, 0.05, 0.13], [-0.04, -0.02, -0.01], [0.02, -0.08, 0.03], [0.04, 0.04, 0.00], [-0.02, 0.02, 0.03], [-0.01, 0.04, -0.03], [-0.02, 0.01, 0.01], [-0.02, -0.05, -0.02], [0.00, -0.01, 0.01], [-0.02, -0.02, 0.02], [-0.01, -0.01, 0.01], [-0.02, -0.03, 0.01], [0.01, 0.00, -0.01], [0.00, -0.03, 0.00], [0.01, 0.00, -0.03], [-0.01, -0.01, 0.01], [0.00, -0.01, -0.01], [0.01, 0.00, -0.03], [0.02, -0.01, -0.03], [-0.01, 0.01, 0.01], [0.01, 0.02, 0.00], [-0.05, 0.06, -0.09], [-0.08, 0.00, 0.04], [0.07, 0.00, 0.00], [0.04, 0.06, -0.03], [-0.11, 0.05, 0.04], [0.41, -0.27, 0.16], [-0.18, 0.12, -0.02], [-0.19, -0.20, 0.17], [-0.03, 0.37, -0.01], [-0.01, 0.03, -0.05], [0.02, -0.04, 0.03], [0.00, 0.04, -0.02], [0.04, 0.04, -0.07], [-0.01, -0.03, 0.03], [0.07, -0.15, 0.07], [-0.01, 0.00, -0.02], [-0.01, -0.03, 0.00], [0.00, 0.01, 0.03], [0.03, -0.02, 0.02], [-0.03, 0.00, -0.01], [-0.01, 0.00, 0.00], [0.00, -0.01, 0.00], [-0.06, -0.02, 0.00], [0.00, -0.01, 0.01], [0.01, 0.02, -0.05], [-0.03, 0.05, -0.04], [0.01, 0.00, -0.01], [0.05, -0.13, -0.09], [-0.23, 0.14, 0.22], [0.33, 0.02, -0.33], [-0.08, -0.03, 0.09], [-0.01, 0.01, 0.01], [0.00, 0.05, 0.02], [-0.01, 0.04, 0.00]]}

# 3
{"formula": "C3H4N2O2", "method": "ωB97M-V/def2-TZVPD", "e_above_lowest_kj_mol": 763.5, "max_force_ev_per_a": 4.0, "orbital_gap_ha": 0.358, "e_tot_ev": -10244.3525, "elements": ["N", "C", "C", "C", "O", "O", "N", "H", "H", "H", "H"], "coordinates": [[-0.874940, 0.535724, -1.150892], [-0.384158, -0.502948, -0.314232], [0.717909, 0.440072, 0.130340], [-0.350163, 0.087279, 1.072712], [-0.227060, -1.833953, -0.662784], [1.990249, 0.580395, 0.635728], [-0.370302, 1.382655, -0.075492], [-1.060935, -2.310155, -0.537906], [2.455481, 1.247993, 0.105403], [-1.886774, 0.606003, -1.245858], [-0.009309, -0.233064, 2.042979]], "forces_ev_per_a": [[-1.18, 0.13, 0.41], [2.63, -2.84, -1.03], [-0.18, -1.15, 1.89], [-0.64, 1.22, -2.60], [-0.43, 0.59, 0.02], [-0.17, 0.63, -1.03], [0.59, 1.11, 1.38], [0.17, 0.16, 0.10], [0.01, -0.41, 0.00], [-0.19, 0.10, 0.41], [-0.61, 0.46, 0.47]]}

# 4
{"formula": "CrCuIN5O15", "method": "ωB97M-V/def2-TZVPD", "charge": -3, "max_force_ev_per_a": 8.9, "orbital_gap_ha": [0.110, 0.111], "s2": 6.015, "e_tot_ev": -119304.0640, "spin_multiplicity": 5, "elements": ["Cr", "Cu", "I", "N", "O", "O", "O", "N", "O", "O", "O", "N", "O", "O", "O", "N", "O", "O", "O", "N", "O", "O", "O"], "coordinates": [[-10.631663, 6.780096, 4.072850], [-14.584467, 5.029033, 6.108194], [-12.392607, 7.035254, 6.063025], [-12.107927, 4.206429, 2.323934], [-11.626412, 5.045078, 2.962907], [-11.945327, 3.047800, 2.790553], [-12.755748, 4.529839, 1.342729], [-9.021586, 4.028596, 5.213444], [-9.544775, 5.089127, 4.842975], [-7.838464, 4.133212, 5.686069], [-9.624562, 2.946124, 5.177599], [-12.228585, 8.736454, 2.022087], [-13.277359, 8.159426, 2.331664], [-12.181043, 9.930989, 1.836335], [-11.215780, 8.179850, 2.385028], [-8.784456, 9.652226, 5.164776], [-9.740147, 10.188361, 5.787154], [-7.777878, 10.295400, 4.810828], [-8.910436, 8.461827, 4.957268], [-8.649322, 6.622972, 1.437311], [-9.196188, 6.040372, 0.490867], [-7.606139, 7.207425, 1.259587], [-8.929278, 6.673662, 2.574589]], "forces_ev_per_a": [[1.81, -0.71, -3.02], [1.74, 1.24, -0.40], [-1.91, -0.90, 0.85], [-1.40, -3.54, -0.64], [3.19, 6.29, 4.17], [-1.07, -1.51, -1.45], [-1.30, -1.22, -2.00], [1.78, -0.18, 1.35], [-1.07, 1.08, -0.21], [-1.28, -0.83, -0.55], [0.36, 0.65, 0.00], [-2.29, 0.38, 4.76], [-2.07, -0.40, -1.49], [-0.35, 2.24, -2.50], [4.63, -2.41, 0.54], [-1.17, 1.53, 0.93], [0.36, 1.14, 0.09], [-0.26, -0.18, 0.21], [0.57, -2.73, -1.07], [2.46, 0.22, -4.10], [-1.34, -0.52, 0.49], [3.86, 1.84, -3.04], [-5.23, -1.50, 7.08]]}